A molecular structure, C45H46BrClN2O2PRuTe, computed with ωB97M-V with the def2-TZVPD basis set.

Its strongest force on any atom is 0.46 eV/Å. As for the expectation value of S²: 8.77. Its total charge is +2. Its energy above the lowest of the compared OMol25 structures with the same formula, charge and spin is 0.972 eV. The HOMO-LUMO gap (alpha / beta) is 7.21 / 6.43 eV. As for the multiplicity: 6.

Last column: Mulliken charge in e.
Positions of all 100 atoms, in Å:
Ru -0.45 0.18 -0.57  2.307
Cl -0.27 -0.23 2.10  -0.155
C -1.93 -0.26 2.72  0.647
C -2.06 -0.58 4.06  -0.636
C -3.33 -0.62 4.61  -0.614
C -4.45 -0.36 3.82  -0.925
C -4.29 -0.05 2.48  -0.099
C -3.02 0.01 1.90  -0.867
P -2.84 0.48 0.16  1.127
C -4.31 -0.22 -0.63  0.514
C -4.51 -1.59 -0.48  -0.528
C -5.60 -2.21 -1.06  -0.823
C -6.49 -1.47 -1.82  -0.880
C -6.30 -0.11 -1.98  -0.735
C -5.21 0.52 -1.38  -0.628
C -3.00 2.29 0.13  1.190
C -3.19 3.05 1.28  -1.070
C -3.34 4.43 1.20  -0.644
C -3.31 5.06 -0.04  -0.733
C -3.12 4.31 -1.20  -1.179
C -2.95 2.94 -1.11  -0.724
H -1.19 -0.78 4.65  0.533
H -3.45 -0.87 5.65  0.430
H -5.44 -0.40 4.25  0.467
H -5.16 0.15 1.87  0.586
H -3.83 -2.18 0.13  0.567
H -5.76 -3.27 -0.92  0.574
H -7.35 -1.95 -2.28  0.443
H -7.00 0.48 -2.56  0.465
H -5.10 1.59 -1.49  0.456
H -3.23 2.57 2.25  0.392
H -3.49 5.00 2.10  0.507
H -3.45 6.13 -0.10  0.442
H -3.10 4.80 -2.16  0.505
H -2.81 2.37 -2.02  0.975
Br 2.58 -0.27 0.02  -0.057
C 3.32 0.92 1.32  0.087
C 4.57 0.58 1.76  -0.875
C 5.12 1.24 2.87  -0.851
C 4.39 2.16 3.55  -0.935
C 3.09 2.53 3.10  0.554
C 2.33 3.46 3.86  -0.973
C 1.08 3.84 3.45  -1.255
C 0.58 3.37 2.22  0.206
C 1.31 2.49 1.48  0.090
C 2.55 1.96 1.92  0.696
H 5.11 -0.23 1.28  0.488
H 6.12 0.98 3.20  0.422
H 4.78 2.63 4.44  0.445
H 2.76 3.86 4.76  0.434
H 0.50 4.54 4.04  0.531
H -0.36 3.73 1.83  0.367
C 0.23 4.78 -0.81  -0.597
N 1.49 4.09 -0.99  0.508
C 2.46 4.74 -1.86  -0.943
C 1.59 2.74 -0.85  -2.091
O 0.80 2.19 0.19  2.012
H -0.04 5.30 -1.73  0.533
H 0.31 5.51 0.00  0.334
H -0.56 4.06 -0.57  -0.357
H 2.49 5.80 -1.64  0.396
H 2.19 4.61 -2.92  0.320
H 3.45 4.32 -1.68  0.307
H 2.58 2.32 -0.95  0.691
O -0.08 -1.93 -0.62  -0.972
C -0.03 -2.85 -1.46  -0.301
C 0.20 -2.63 -2.92  1.562
C -1.10 -3.12 -3.61  -1.474
C -2.39 -2.96 -2.76  0.410
C -2.69 -4.11 -1.79  -0.676
C -1.76 -4.21 -0.58  -0.419
N -0.38 -4.09 -1.09  -0.035
H 1.06 -3.19 -3.28  0.587
H 0.38 -1.57 -3.10  -1.617
H -0.99 -4.18 -3.87  0.610
H -1.20 -2.59 -4.56  0.461
H -3.24 -2.88 -3.45  0.541
H -2.37 -2.00 -2.22  -0.416
H -2.64 -5.05 -2.34  0.444
H -3.72 -4.04 -1.43  -0.050
H -1.87 -5.16 -0.06  0.371
H -1.91 -3.41 0.14  0.030
H -0.20 -4.78 -1.81  0.409
C 1.80 0.77 -3.65  -1.404
Te -0.03 1.59 -2.93  0.164
C -0.97 0.34 -4.40  -0.665
C 0.14 -0.03 -5.36  0.609
C -0.16 -0.58 -6.60  -0.744
C 0.86 -0.91 -7.48  -0.757
C 2.18 -0.68 -7.13  -0.660
C 2.49 -0.13 -5.90  -0.891
C 1.47 0.19 -5.00  0.733
H 2.14 0.01 -2.94  0.348
H 2.55 1.56 -3.68  0.820
H -1.75 0.93 -4.88  0.839
H -1.43 -0.51 -3.91  -0.159
H -1.19 -0.74 -6.89  0.514
H 0.62 -1.33 -8.45  0.447
H 2.98 -0.92 -7.82  0.445
H 3.52 0.05 -5.63  0.520

A gas-phase ion, C5H11NO2 (charge -1) in a non-equilibrium geometry, computed with ωB97M-V with the def2-TZVPD basis set.

Its strongest force on any atom is 2.45 eV/Å. As for the expectation value of S²: 0.75. Its total charge is -1. Its energy above the lowest of the compared OMol25 structures with the same formula, charge and spin is 1.719 eV. The HOMO-LUMO gap (alpha / beta) is 3.13 / 6.84 eV. As for the multiplicity: 2.

Last column: Mulliken charge in e.
Positions of all 19 atoms, in Å:
C 1.51 0.07 -1.95  -0.941
N 0.58 -0.77 -1.17  -0.455
C 0.37 -0.19 0.17  0.254
C -1.14 -0.25 0.54  -0.069
C -1.89 1.06 0.22  -1.425
O -1.15 -0.25 1.98  -0.466
C 1.33 -0.76 1.25  -0.578
O 2.51 -0.96 0.88  -0.568
H 2.29 0.49 -1.30  0.358
H 0.99 0.92 -2.42  0.266
H 2.06 -0.48 -2.72  0.379
H 1.07 -1.64 -0.96  0.419
H 0.72 0.86 0.15  -0.057
H -1.72 -1.07 0.15  0.272
H -1.62 1.84 0.95  0.360
H -1.88 1.49 -0.78  0.321
H -2.98 0.95 0.36  0.399
H -1.99 -0.36 2.41  0.240
H 0.93 -0.96 2.24  0.289

2 unconnected molecules or ions with the total composition C15H18 in a non-equilibrium geometry, computed with ωB97M-V with the def2-TZVPD basis set.

Its strongest force on any atom is 2.41 eV/Å. As for the SMILES: CCc1ccccc1.Cc1ccccc1. Its total charge is 0. Its energy above the lowest of the compared OMol25 structures with the same formula, charge and spin is 1.140 eV. The HOMO-LUMO gap is 9.50 eV.

Last column: Mulliken charge in e.
Positions of all 33 atoms, in Å:
C 1.27 -1.59 -2.45  -0.612
C 1.82 -3.02 -2.19  -1.100
C 0.18 -1.27 -1.42  0.332
C -1.02 -0.79 -1.92  -0.359
C 0.26 -1.52 -0.07  -0.053
C -2.14 -0.56 -1.09  -0.788
C -0.83 -1.27 0.77  -0.759
C -2.03 -0.76 0.28  -0.281
H 2.09 -0.88 -2.26  0.240
H 1.06 -1.32 -3.48  0.478
H 1.54 -3.71 -3.00  0.270
H -1.30 -0.84 -2.97  0.370
H 1.14 -1.81 0.49  0.467
H -2.90 -0.02 -1.64  0.392
H -0.63 -1.33 1.83  0.340
H -2.89 -0.57 0.91  0.416
H 1.49 -3.36 -1.22  0.321
H 2.89 -3.31 -2.27  0.335
C 2.10 1.32 1.55  -1.342
C 0.00 1.72 0.22  -0.077
C 0.63 1.50 1.43  0.915
C -1.27 2.28 0.18  -0.618
C -0.10 1.61 2.62  -0.514
C -1.87 2.60 1.43  -0.488
C -1.38 2.12 2.63  -0.752
H 0.48 1.50 -0.74  0.401
H -1.81 2.61 -0.69  0.459
H 2.40 1.37 2.60  0.386
H 2.61 2.10 0.96  0.305
H 0.50 1.43 3.51  0.304
H -2.82 3.12 1.32  0.332
H -1.98 2.25 3.51  0.435
H 2.52 0.39 1.17  0.243

4 unconnected molecules or ions with the total composition C4H13NO3 in a non-equilibrium geometry, computed with ωB97M-V with the def2-TZVPD basis set.

Its strongest force on any atom is 3.59 eV/Å. As for the SMILES: C=NC(=C)C.O.O.O. Its total charge is 0. Its energy above the lowest of the compared OMol25 structures with the same formula, charge and spin is 3.669 eV. The HOMO-LUMO gap is 9.29 eV.

Last column: Mulliken charge in e.
Positions of all 21 atoms, in Å:
C -1.61 -3.20 -3.40  -1.060
C -0.34 -2.49 -3.05  0.552
C 0.69 -3.07 -2.40  -0.750
C -1.06 -0.24 -2.62  -0.198
N -0.41 -1.08 -3.38  -0.475
H -2.12 -3.61 -2.39  0.248
H -1.45 -4.11 -4.11  0.290
H -2.14 -2.55 -4.08  0.379
H 1.71 -2.60 -2.23  0.245
H 0.67 -4.06 -1.98  0.274
H -1.21 0.76 -3.11  0.250
H -1.68 -0.46 -1.71  0.244
H 0.18 2.74 3.58  0.329
H -1.25 2.77 3.20  0.334
O -0.41 2.16 3.08  -0.652
H 0.53 4.44 6.08  0.312
H 1.02 4.67 4.68  0.327
O 0.22 4.72 5.25  -0.649
H 2.21 1.57 2.46  0.322
H 3.66 1.64 3.03  0.295
O 2.81 1.99 3.08  -0.619

C2H5ClN2S in the gas phase in a non-equilibrium geometry, computed with ωB97M-V with the def2-TZVPD basis set.

Its strongest force on any atom is 4.53 eV/Å. As for the SMILES: ClN1NCCS1. Its total charge is 0. Its energy above the lowest of the compared OMol25 structures with the same formula, charge and spin is 3.261 eV. The HOMO-LUMO gap is 9.28 eV.

Last column: Mulliken charge in e.
Positions of all 11 atoms, in Å:
C -0.05 0.31 0.07  -0.542
C 0.00 -1.13 -0.33  -0.443
N -0.84 0.35 1.23  -0.360
N -2.31 -0.27 0.80  -0.080
S -1.76 -1.61 -0.04  0.017
Cl -3.02 0.97 -0.31  -0.110
H 0.79 0.96 0.29  0.434
H -0.49 0.94 -0.83  0.225
H 0.09 -1.46 -1.43  0.302
H 0.72 -1.77 0.22  0.279
H -0.73 1.26 1.57  0.277

A molecular structure, C4H5N2 in a non-equilibrium geometry, computed with ωB97M-V with the def2-TZVPD basis set.

Its strongest force on any atom is 5.55 eV/Å. Its total charge is +1. Its energy above the lowest of the compared OMol25 structures with the same formula, charge and spin is 5.000 eV. The HOMO-LUMO gap (alpha / beta) is 7.80 / 7.80 eV.

Last column: Mulliken charge in e.
Positions of all 11 atoms, in Å:
C 0.22 0.36 0.95  0.287
C 0.06 -0.75 1.79  -0.290
C -0.15 -1.60 0.69  -0.191
C -0.06 1.36 -1.30  -0.709
N -0.20 -0.86 -0.45  -0.536
N -0.02 0.40 -0.34  0.658
H 0.28 -1.00 2.84  0.367
H 0.00 -2.64 0.61  0.445
H -0.46 2.37 -0.94  0.318
H -0.69 1.09 -2.14  0.313
H 1.02 1.28 -1.70  0.338

| no. | E_tot (Ha) |
| --- | --- |
| 1 | -5740.27029 |
| 2 | -402.26245 |
| 3 | -582.32385 |
| 4 | -440.58035 |
| 5 | -1046.96047 |
| 6 | -264.43165 |